Entry 1:
This record from the Open Molecules 2025 dataset describes C19H30NPm as an isolated structure in a non-equilibrium geometry. The level of theory is wB97M-V/def2-TZVPD.

Properties
Charge: +2
HOMO level (alpha / beta) in eV: -15.35 / -15.30
E in eV: -38220.0266
Multiplicity: 5

XYZ file:
```
51
C19H30NPm (wB97M-V/def2-TZVPD)
C 2.64 3.31 -0.59
H 2.59 4.35 -0.21
H 3.20 3.32 -1.53
H 3.31 2.80 0.14
C 1.23 2.68 -0.82
H 1.37 1.74 -1.42
H 0.76 2.32 0.11
C 0.38 3.79 -1.50
H -0.71 3.63 -1.43
H 0.57 4.78 -1.03
H 0.70 3.97 -2.54
C -0.73 -2.28 -1.50
C -1.14 -1.30 -2.49
C 0.02 -0.53 -2.83
C 1.11 -1.01 -2.06
C 0.66 -2.07 -1.21
C 1.55 -2.84 -0.27
C 2.54 -0.60 -2.21
C 0.15 0.54 -3.86
C -2.56 -0.94 -2.79
C -1.61 -3.23 -0.76
Pm -0.67 -0.10 -0.39
H 3.15 -0.94 -1.36
H 2.95 -1.08 -3.10
H 2.70 0.48 -2.31
H 2.46 -2.25 -0.04
H 1.04 -3.07 0.68
H 1.86 -3.79 -0.75
H -2.60 -2.82 -0.53
H -1.72 -4.16 -1.36
H -1.19 -3.50 0.23
H -2.60 -0.03 -3.41
H -3.05 -1.79 -3.31
H -3.14 -0.70 -1.87
H 0.74 1.40 -3.49
H 0.66 0.16 -4.77
H -0.83 0.94 -4.17
C -1.54 0.04 6.32
C -1.24 -0.06 4.83
C 0.01 0.35 4.34
C 0.27 0.26 2.98
N -0.66 -0.21 2.09
C -1.87 -0.62 2.56
C -2.19 -0.56 3.92
H -0.82 -0.53 6.92
H -1.49 1.08 6.68
H -2.54 -0.34 6.56
H 0.80 0.76 4.99
H 1.23 0.56 2.53
H -2.56 -1.00 1.79
H -3.19 -0.90 4.23
```

***

Entry 2:
This record from the Open Molecules 2025 dataset describes C31H34BrGeMgNO2P2 as an isolated structure in a non-equilibrium geometry. The level of theory is wB97M-V/def2-TZVPD.

Properties
Charge: -2
HOMO level (alpha / beta) in eV: 0.32 / 1.38
E in eV: -188864.0442
Multiplicity: 1

XYZ file:
```
73
C31H34BrGeMgNO2P2 (wB97M-V/def2-TZVPD)
Mg -0.71 -1.36 -1.27
C 1.69 2.79 -1.63
P 0.26 1.61 -1.75
C 0.27 1.36 -3.58
C -1.02 3.20 -1.73
C -2.39 2.65 -2.07
P -2.42 0.83 -1.59
C -4.19 0.49 -1.94
C -2.54 1.09 0.24
H 1.70 3.48 -2.47
H 2.63 2.23 -1.61
H 1.62 3.38 -0.71
H -0.09 2.24 -4.12
H -0.35 0.50 -3.85
H 1.30 1.13 -3.87
H -0.64 3.94 -2.45
H -0.98 3.63 -0.73
H -2.61 2.73 -3.14
H -3.22 3.11 -1.52
H -4.84 1.27 -1.53
H -4.48 -0.48 -1.53
H -4.33 0.44 -3.03
H -3.38 1.76 0.46
H -1.62 1.54 0.61
H -2.72 0.16 0.77
Br -3.81 -2.16 1.73
C -3.77 -2.77 -0.14
C -4.96 -3.27 -0.60
C -4.95 -3.82 -1.93
C -3.73 -3.95 -2.54
C -2.56 -3.48 -1.95
N -2.60 -2.71 -0.75
C -1.23 -3.69 -2.59
O -1.11 -4.34 -3.63
O -0.26 -3.10 -1.95
H -5.83 -3.28 0.04
H -5.86 -4.17 -2.40
H -3.61 -4.44 -3.50
C 0.86 0.08 -1.06
Ge 1.61 0.10 0.62
C 1.05 -1.42 1.76
C -0.31 -1.73 1.87
C -0.75 -2.81 2.63
C 0.17 -3.60 3.30
C 1.52 -3.31 3.21
C 1.96 -2.24 2.44
C 1.34 1.67 1.82
C 2.24 2.73 1.89
C 1.99 3.86 2.67
C 0.81 3.94 3.40
C -0.10 2.90 3.36
C 0.16 1.78 2.57
C 3.61 -0.03 0.60
C 4.44 0.18 1.70
C 5.83 0.05 1.61
C 6.41 -0.29 0.39
C 5.60 -0.50 -0.72
C 4.22 -0.36 -0.61
H -1.06 -1.13 1.36
H -1.81 -3.03 2.67
H -0.17 -4.45 3.89
H 2.25 -3.94 3.71
H 3.02 -2.05 2.36
H 3.16 2.68 1.32
H 2.71 4.67 2.69
H 0.61 4.82 4.00
H -1.02 2.95 3.92
H -0.56 0.97 2.56
H 4.01 0.45 2.66
H 6.45 0.21 2.48
H 7.48 -0.40 0.31
H 6.05 -0.76 -1.67
H 3.57 -0.52 -1.47
```

***

Entry 3:
This record from the Open Molecules 2025 dataset describes a 2-piece molecular cluster, C6H12O overall in a non-equilibrium geometry. The level of theory is wB97M-V/def2-TZVPD.

Properties
Charge: -1
HOMO level (alpha / beta) in eV: -0.16 / -2.51
E in eV: -8461.9385
Multiplicity: 2

XYZ file:
```
19
C6H12O (wB97M-V/def2-TZVPD)
C 1.62 -1.02 -1.90
C 1.12 -1.06 -0.50
C 0.43 -0.01 0.08
C -0.20 1.04 -0.65
C -0.65 2.23 -0.07
C 1.15 -2.39 0.25
H 0.82 -0.79 -2.63
H 2.35 -0.21 -2.03
H 2.09 -1.93 -2.28
H 0.31 -0.05 1.16
H -0.02 1.19 -1.71
H -0.37 2.66 0.90
H -0.99 3.11 -0.62
H 0.13 -2.77 0.07
H 1.91 -3.08 -0.10
H 1.22 -2.27 1.33
H -2.37 0.60 2.74
H -2.44 1.58 1.51
O -2.93 1.21 2.24
```

***

Entry 4:
This record from the Open Molecules 2025 dataset describes a 3-piece molecular cluster, C4H12NO2S overall in a non-equilibrium geometry. The level of theory is wB97M-V/def2-TZVPD.

Properties
Charge: -1
HOMO level in eV: -4.27
E in eV: -20756.2263
Multiplicity: 1

XYZ file:
```
20
C4H12NO2S (wB97M-V/def2-TZVPD)
C 1.18 -0.72 1.78
N 0.86 -0.78 0.40
C -0.55 -0.25 0.05
C -0.68 1.26 -0.05
S -0.45 2.27 1.41
C -0.88 -0.81 -1.33
O 0.76 0.76 -3.19
H 2.06 -1.38 1.95
H 1.26 0.39 1.99
H 0.35 -1.07 2.43
H 1.58 0.52 -3.70
H -1.19 -0.62 0.81
H -1.59 1.58 -0.42
H 0.06 1.59 -0.81
H -0.20 -0.29 -2.13
H -0.84 -1.84 -1.66
H -1.90 -0.36 -1.57
H -0.06 -3.90 0.78
H 0.83 -1.72 0.10
O 0.03 -3.34 -0.04
```

***

Entry 5:
This record from the Open Molecules 2025 dataset describes C40H45FN10O5STi as an isolated structure in a non-equilibrium geometry. The level of theory is wB97M-V/def2-TZVPD.

Properties
Charge: 0
HOMO level (alpha / beta) in eV: -5.09 / -5.93
E in eV: -104015.9828
Multiplicity: 3

XYZ file:
```
103
C40H45FN10O5STi (wB97M-V/def2-TZVPD)
Ti -2.16 0.94 -0.58
F 3.96 -0.87 1.05
C 3.11 -0.06 1.75
C 1.92 0.30 1.18
C 1.06 1.18 1.86
C -0.16 1.59 1.29
O -0.48 1.12 0.07
C -1.00 2.49 2.01
C -0.60 2.93 3.22
N 0.57 2.51 3.82
C 0.87 2.89 5.17
C -0.25 2.95 6.16
C 0.77 1.85 6.24
C 1.44 1.64 3.15
C 2.63 1.23 3.71
C 3.50 0.36 3.01
N 4.70 -0.07 3.64
C 5.25 -1.38 3.36
C 6.01 -1.86 4.59
N 7.08 -0.83 4.90
C 6.50 0.54 5.12
C 5.73 0.92 3.87
C -2.38 2.94 1.56
O -2.89 3.91 2.06
O -2.95 2.16 0.67
H 1.65 -0.08 0.20
H -1.20 3.64 3.76
H 1.65 3.64 5.26
H -1.24 2.69 5.83
H -0.21 3.74 6.90
H 0.46 0.86 5.92
H 1.50 1.86 7.05
H 2.91 1.54 4.71
H 5.93 -1.37 2.50
H 4.45 -2.08 3.15
H 6.50 -2.82 4.43
H 5.35 -1.90 5.45
H 7.70 -0.78 4.09
H 7.64 -1.12 5.70
H 7.31 1.23 5.35
H 5.82 0.46 5.97
H 6.44 0.98 3.02
H 5.28 1.90 3.99
S -2.25 2.57 -2.26
C -2.86 1.31 -3.34
N -3.43 1.77 -4.48
N -4.07 0.86 -5.23
C -4.90 -0.22 -4.86
C -5.27 -1.10 -5.88
C -6.13 -2.16 -5.61
C -6.62 -2.35 -4.33
C -6.27 -1.46 -3.33
C -5.41 -0.39 -3.58
N -2.69 0.02 -3.15
N -1.97 -0.33 -2.05
C -1.77 -1.73 -1.95
C -2.50 -2.65 -2.71
C -2.30 -4.01 -2.53
C -1.39 -4.49 -1.60
C -0.66 -3.57 -0.84
C -0.85 -2.21 -1.02
H -4.16 1.16 -6.19
H -4.89 -0.95 -6.88
H -6.39 -2.84 -6.41
H -7.29 -3.18 -4.12
H -6.66 -1.58 -2.33
H -5.16 0.29 -2.79
H -3.22 -2.28 -3.42
H -2.87 -4.71 -3.13
H -1.24 -5.55 -1.46
H 0.05 -3.91 -0.10
H -0.28 -1.50 -0.42
C 1.34 2.05 -2.60
C 2.65 2.27 -3.42
N 2.77 1.25 -4.47
C 2.77 -0.07 -3.82
C 1.44 -0.29 -3.05
N 0.61 0.90 -3.14
C 0.29 1.16 -4.54
C 1.60 1.34 -5.35
H 0.69 2.92 -2.65
H 1.56 1.85 -1.55
H 3.53 2.21 -2.79
H 2.65 3.25 -3.91
H 3.63 -0.11 -3.15
H 2.92 -0.83 -4.60
H 1.62 -0.51 -2.00
H 0.87 -1.13 -3.47
H -0.34 2.06 -4.58
H -0.30 0.32 -4.91
H 1.64 2.31 -5.85
H 1.71 0.57 -6.12
O -4.13 0.02 -0.51
C -3.79 -0.73 0.44
C -4.61 -1.81 1.08
C -3.66 -2.31 2.18
C -2.37 -1.51 1.97
O -1.36 -1.64 2.62
N -2.56 -0.61 0.93
H -4.84 -2.56 0.33
H -5.56 -1.40 1.45
H -3.44 -3.37 2.10
H -4.03 -2.11 3.18
```

***

Entry 6:
This record from the Open Molecules 2025 dataset describes one molecule with the formula C4H6N4 in a non-equilibrium geometry. The level of theory is wB97M-V/def2-TZVPD.

Properties
Charge: 0
HOMO level in eV: -8.33
E in eV: -10201.4962
Multiplicity: 1
SMILES: [H]/N=c1/cc[nH]c(N)n1

XYZ file:
```
14
C4H6N4 (wB97M-V/def2-TZVPD)
C 0.89 -0.46 0.09
C -1.51 -0.57 0.03
C -1.63 0.95 -0.23
C -0.45 1.51 -0.10
H 2.18 -1.95 -0.20
H 3.18 -0.42 -0.19
H -1.68 -2.07 0.47
H -2.66 1.42 -0.26
H -0.29 2.66 -0.33
H 1.77 1.61 0.50
N 2.12 -1.02 -0.26
N -0.21 -1.20 0.00
N -2.59 -1.35 0.08
N 0.88 0.88 0.40
```

***

Entry 7:
This record from the Open Molecules 2025 dataset describes an isolated ion of composition C3H11N2 and charge +2 in a non-equilibrium geometry. The level of theory is wB97M-V/def2-TZVPD.

Properties
Charge: +2
HOMO level (alpha / beta) in eV: -21.51 / -21.83
E in eV: -6249.3978
Multiplicity: 2

XYZ file:
```
16
C3H11N2 (wB97M-V/def2-TZVPD)
C -0.94 0.62 -0.41
C -0.77 -0.61 0.47
C 0.65 -0.90 1.08
N 1.33 0.27 1.56
N -0.34 0.38 -1.89
H -0.34 1.50 -0.20
H -1.97 0.91 -0.66
H -1.28 -1.50 0.10
H -1.31 -0.32 1.38
H 0.61 -1.62 1.91
H 1.26 -1.37 0.28
H 1.25 1.24 1.27
H 2.33 0.08 1.76
H -0.46 1.34 -2.22
H 0.68 0.30 -1.89
H -0.71 -0.33 -2.54
```

***

Entry 8:
This record from the Open Molecules 2025 dataset describes C27H46BrNOP2SV as an isolated structure in a non-equilibrium geometry. The level of theory is wB97M-V/def2-TZVPD.

Properties
Charge: +2
HOMO level (alpha / beta) in eV: -12.93 / -12.94
E in eV: -157408.0478
Multiplicity: 4

XYZ file:
```
80
C27H46BrNOP2SV (wB97M-V/def2-TZVPD)
N -6.71 4.95 -4.46
C -6.42 5.33 -3.20
C -5.36 4.74 -2.49
C -4.58 3.72 -3.09
C -4.97 3.32 -4.39
C -6.01 3.98 -5.05
C -3.47 3.07 -2.41
V 0.16 0.34 1.25
P 5.01 -0.59 0.12
C -2.61 2.20 -3.01
C -1.57 1.56 -2.25
C -0.31 1.19 -2.76
C 0.76 0.84 -1.91
C 0.53 0.88 -0.55
C -0.72 1.52 -0.04
C -1.83 1.54 -0.87
Br 2.12 -1.10 1.83
H -3.31 3.43 -1.39
H -2.62 2.08 -4.09
H -5.14 5.07 -1.48
H -4.45 2.50 -4.88
H -7.03 6.13 -2.75
H -6.26 3.70 -6.08
H -0.18 1.22 -3.84
H -2.83 1.74 -0.49
H 1.74 0.55 -2.29
H -0.66 2.13 0.91
P -0.82 -1.79 0.64
C 4.13 0.90 0.69
C 5.05 2.12 0.66
H 3.77 0.72 1.72
H 3.24 1.05 0.05
H 4.55 2.98 1.11
H 5.98 1.92 1.21
H 5.31 2.36 -0.38
C 4.15 -1.22 -1.34
C 5.03 -2.25 -2.07
H 3.94 -0.36 -2.00
H 3.19 -1.64 -0.99
H 4.61 -2.48 -3.05
H 6.05 -1.86 -2.22
H 5.10 -3.19 -1.50
C 5.05 -2.06 1.22
C 5.64 -1.76 2.61
H 5.66 -2.82 0.71
H 4.03 -2.44 1.31
H 5.10 -2.31 3.38
H 6.69 -2.10 2.64
H 5.63 -0.69 2.85
C -0.85 -3.18 1.85
C -1.58 -4.43 1.36
H -1.29 -2.79 2.78
H 0.20 -3.40 2.06
H -2.66 -4.38 1.54
H -1.43 -4.64 0.29
H -1.22 -5.31 1.91
C 0.37 -2.45 -0.63
C -0.13 -2.59 -2.05
H 0.74 -3.41 -0.23
H 1.22 -1.76 -0.61
H -1.07 -3.15 -2.13
H -0.25 -1.61 -2.52
H 0.63 -3.14 -2.63
C -2.50 -1.74 -0.12
C -3.56 -1.42 0.93
H -2.68 -2.70 -0.61
H -2.46 -0.96 -0.90
H -4.50 -1.14 0.43
H -3.78 -2.30 1.56
H -3.26 -0.58 1.57
C -0.86 -0.50 4.41
S -0.71 1.28 4.00
C -0.22 1.95 5.63
O 0.61 1.37 3.24
H -1.04 -0.55 5.49
H 0.04 -1.04 4.09
H -1.74 -0.88 3.87
H 0.83 1.72 5.84
H -0.35 3.04 5.55
H -0.89 1.57 6.41
```

***

> The highest E belongs to which entry?

C3H11N2